The following is a quantum chemistry calculation of a structure of composition C42H65N4O6P3SiY at a distorted geometry, from the Open Molecules 2025 dataset.

E_LUMO (spin up / spin down) = 1.892 / 1.909 eV
M = 931.9 g mol⁻¹
Energy relative to the best compared isomer or geometry (same formula, charge and spin) = 0.0 kJ/mol
HOMO (spin up / spin down) = -2.1 / -2.2 eV
Orbital gap (spin up / spin down) = 3.95 / 4.10 eV

```
! wB97M-V def2-TZVPD RIJCOSX def2/J DEFGRID3
* xyz -1 1
Y -0.19616 1.28460 -0.00311
C 1.09283 2.60563 -4.33505
C 1.22012 1.09976 -3.89955
C 2.59725 0.59959 -3.33368
P 0.36039 -0.03246 -5.14993
C -2.99855 4.31900 -5.58776
C -3.19716 2.87472 -5.13609
C -2.54105 4.56815 -6.77675
C 1.74027 -1.35848 -5.19209
C 3.09226 -1.59304 -5.54417
C 3.70111 -2.84701 -5.43490
C 2.86144 -3.93271 -5.12923
C 1.67588 -3.73222 -4.49463
C 1.14610 -2.44726 -4.56401
Si -0.25522 -1.80838 -3.57756
C -2.11969 -1.96433 -3.64672
C -2.95963 -2.89734 -4.27461
C -4.19585 -3.34807 -3.62648
C -4.27353 -3.20399 -2.25622
C -3.32676 -2.49910 -1.44339
C -2.42090 -1.67673 -2.28013
P -0.87342 -1.16117 -1.36802
C -3.24480 -3.43901 8.31718
C -3.98497 -4.43632 8.83184
C -3.18259 -2.04692 8.90061
C -3.87881 1.90080 1.60507
C -4.11009 3.22363 0.95621
C -4.43321 1.39925 2.82381
C -0.26994 -2.72931 -0.44739
C -0.55768 -4.07008 -0.97011
C 0.08639 -5.16572 -0.39938
C 0.31684 -5.03094 0.97338
C 1.11862 -3.98270 1.23496
C 0.74769 -2.71608 0.57095
P 1.70039 -1.32948 1.44181
C 1.29300 -1.81288 3.24734
C 2.49296 -2.32158 3.91087
C 0.59498 -0.70193 4.08070
C 3.54626 -1.19701 1.20680
C 3.63078 -1.75504 -0.19798
C 4.14086 0.24499 1.28243
H 2.00592 3.19982 -4.07477
H 0.23689 3.02163 -3.79275
H 0.85403 2.66644 -5.39679
H 0.63153 0.91894 -2.96811
H 3.38482 0.65297 -4.02765
H 2.49069 -0.41571 -3.02654
H 2.77646 1.28052 -2.45227
H -3.30235 5.09610 -4.87126
H -2.58718 2.18938 -5.69642
H -4.20646 2.47359 -5.19719
H -2.90995 2.78782 -4.04974
H -2.20050 3.75982 -7.45532
H 6.48662 -0.16414 -3.03945
H -2.50729 5.57900 -7.22416
H 3.70139 -0.72423 -5.87807
H 4.72887 -3.03961 -5.69924
H 3.17997 -4.93960 -5.43950
H 1.18147 -4.51610 -3.93312
H -2.75536 -3.11122 -5.33165
H -4.90287 -3.87077 -4.24507
H -5.06956 -3.73960 -1.76007
H -3.52779 -2.25662 -0.40698
H -2.88230 -3.52614 7.23984
H 6.31646 0.62331 -3.50955
H -4.53774 -4.33896 9.80460
H -4.22514 -5.46133 8.59743
H -2.83027 -2.01312 9.90923
H -4.16925 -1.47955 8.96246
H -2.46001 -1.46552 8.31105
H -3.43085 1.11545 1.06220
H -3.51255 4.05107 1.34859
H -5.14953 3.47600 1.06329
H -4.08945 3.09237 -0.12664
H -5.36813 0.74559 2.63197
H -4.82010 2.28364 3.56274
H -3.95044 0.62902 3.57143
H -1.11275 -4.13180 -1.94076
H 0.26254 -6.15314 -0.86471
H 0.05707 -5.77031 1.72358
H 1.95388 -4.08156 1.96180
H 0.64225 -2.67339 3.10663
H 3.28465 -1.56537 4.13777
H 2.97868 -2.96318 3.15198
H 2.14876 -2.95287 4.78143
H 1.04769 0.15935 3.57220
H 0.81564 -0.81036 5.18162
H -0.50205 -0.66217 4.12082
H 4.12583 -1.76820 1.90991
H 2.79756 -1.21215 -0.83770
H 3.29605 -2.78933 -0.28693
H 4.62080 -1.57463 -0.72589
H 3.70732 1.00757 0.57155
H 5.19156 0.19022 0.99311
H 4.17103 0.60646 2.32298
C -0.49957 2.54589 3.95253
C -0.32036 3.61524 2.97847
N 0.05271 3.26663 1.75763
C 0.37279 4.50954 1.12512
C 0.06943 5.59796 1.98104
N -0.48516 4.99874 3.07658
C 0.08144 6.98967 1.68298
O 0.78771 7.34348 0.65070
O -0.57265 7.75728 2.37496
C 0.82043 4.33233 -0.30743
O 1.37685 5.28059 -0.87690
O 0.45526 3.16898 -0.92154
H -1.20623 1.85788 3.45988
H -0.74864 2.89375 4.96349
H 0.49625 2.07894 4.08333
H -0.71669 5.41354 3.98852
H 1.30961 6.54927 0.12066
O -8.42353 -2.42655 -3.81594
H -8.82764 -2.01454 -3.13930
H -9.06168 -2.93239 -4.27031
O 1.34585 0.29534 1.00839
N 7.12165 2.03970 2.32457
N 7.91682 3.00040 3.01672
H 7.29833 1.21379 2.80359
H 7.28854 1.92783 1.32630
H 8.43127 2.51750 3.73717
H 7.43425 3.86096 3.26185
*
```

Results of the Mulliken charge analysis, in e, for atoms 1 through 5: 0.453, -1.382, 2.504, -1.335, -0.569

=====

The following is a quantum chemistry calculation of a structure of composition C42H66BrIN5O3PTi, from the Open Molecules 2025 dataset.

E_LUMO = -5.256 eV
M = 974.7 g mol⁻¹
Energy relative to the best compared isomer or geometry (same formula, charge and spin) = 87.9 kJ/mol
HOMO = -13.2 eV
Orbital gap = 7.93 eV

```
! wB97M-V def2-TZVPD RIJCOSX def2/J DEFGRID3
* xyz 2 1
Ti 0.28364 0.17136 0.40514
C -0.24014 -0.45460 4.36786
C -0.62136 -1.78391 3.74003
N -0.80931 -1.65758 2.28669
C -1.39997 -2.87191 1.69480
C -1.45594 -2.73861 0.17823
N -1.79826 -1.36360 -0.22241
C -3.24621 -1.13942 -0.07401
C -3.58509 0.32668 -0.17504
C -3.06743 1.11052 1.00810
N -1.60158 1.41758 1.01250
C -1.34952 2.14570 2.28697
C 0.11459 2.23292 2.64223
N 0.81395 0.93415 2.48906
C 1.00094 0.19451 3.77092
H -0.04003 -0.63159 5.42592
H -1.08618 0.23666 4.34704
H -1.52632 -2.17517 4.21738
H 0.16858 -2.52007 3.91109
H -1.48033 -0.90669 2.13287
H -2.39025 -3.05795 2.12384
H -0.77362 -3.72722 1.95324
H -2.17345 -3.45967 -0.22629
H -0.49254 -2.99000 -0.24704
H -1.57459 -1.27191 -1.20951
H -3.55501 -1.51541 0.90587
H -3.79602 -1.72375 -0.81802
H -4.67077 0.44024 -0.19432
H -3.21912 0.74502 -1.11295
H -3.28436 0.56039 1.92846
H -3.59657 2.06479 1.08718
H -1.46682 2.08001 0.24613
H -1.89851 1.61469 3.06271
H -1.77343 3.15250 2.24110
H 0.21939 2.60969 3.66314
H 0.59249 2.93898 1.97244
H 1.75888 1.17009 2.19259
H 1.42036 0.89819 4.49471
H 1.76500 -0.56555 3.59282
O 1.71574 -1.24045 1.15372
C 2.24588 -2.25084 0.23695
C 1.55094 -1.95758 -1.11282
O 1.76367 -2.55971 -2.12636
O 0.66337 -0.97668 -1.02003
C 1.89272 -3.63141 0.79779
C 2.09408 -3.85236 2.16091
C 1.79797 -5.08247 2.72751
C 1.31350 -6.11279 1.93348
C 1.14750 -5.90822 0.57194
C 1.44077 -4.67624 0.00040
C 3.76307 -2.11356 0.17466
C 4.45698 -1.60505 1.26661
C 5.84368 -1.55315 1.25535
C 6.54869 -2.01731 0.15513
C 5.85801 -2.54472 -0.92723
C 4.47227 -2.60210 -0.91864
H 1.04040 -1.67317 1.73156
H 2.52251 -3.07482 2.78406
H 1.96679 -5.24302 3.78445
H 1.08930 -7.07647 2.37038
H 0.79594 -6.71472 -0.05766
H 1.32358 -4.54020 -1.06588
H 3.92150 -1.24073 2.13383
H 6.37268 -1.15781 2.11302
H 7.62986 -1.98304 0.14724
H 6.39982 -2.92494 -1.78296
H 3.94762 -3.02710 -1.76218
Br -3.21698 3.46349 -1.95810
C -3.27103 3.49989 -3.85923
C -3.71549 4.67902 -4.44052
C -3.79823 4.77752 -5.81940
C -3.43667 3.70014 -6.61402
C -2.99021 2.52615 -6.03030
C -2.90739 2.41713 -4.64592
I -2.18929 0.60609 -3.89368
H -4.00044 5.51034 -3.81120
H -4.14939 5.69650 -6.26808
H -3.50285 3.76740 -7.69118
H -2.71013 1.68556 -6.65010
C 1.50831 1.13712 -3.29686
C 1.72896 2.58526 -2.82728
C 2.82258 3.20389 -3.71152
C 0.40648 3.33728 -3.05317
P 2.11730 2.63136 -0.99516
N 1.11574 1.57473 -0.22025
C 1.77969 4.34561 -0.29323
C 2.46383 4.52129 1.07566
C 0.25197 4.52854 -0.10911
C 2.31719 5.48471 -1.17771
C 3.87202 2.09614 -0.64899
C 4.02668 1.70066 0.82790
C 4.91904 3.16813 -0.98973
C 4.17547 0.83929 -1.47910
H 1.04347 1.18424 -4.28347
H 0.83907 0.57978 -2.64754
H 2.43455 0.58201 -3.40572
H 2.45190 3.17897 -4.73864
H 3.74483 2.62670 -3.69536
H 3.05119 4.23801 -3.47624
H 0.10778 3.18093 -4.09137
H 0.49012 4.40907 -2.90067
H -0.39834 2.95116 -2.42446
H 2.25303 3.72499 1.78540
H 2.09825 5.45311 1.50953
H 3.54279 4.61267 0.98674
H -0.28713 3.58302 -0.06144
H -0.18368 5.10512 -0.92111
H 0.05756 5.07337 0.81615
H 3.38356 5.40061 -1.37457
H 2.16102 6.42018 -0.63616
H 1.79089 5.57213 -2.12292
H 3.86104 2.51996 1.52146
H 5.05215 1.35365 0.97095
H 3.38137 0.85666 1.07454
H 4.90941 4.00771 -0.29940
H 4.82705 3.54922 -2.00348
H 5.90154 2.69824 -0.90940
H 3.37620 0.10157 -1.42371
H 5.07709 0.37312 -1.07599
H 4.36408 1.07201 -2.52463
*
```

Results of the Mulliken charge analysis, in e, for atoms 1 through 5: 0.705, -1.021, -0.720, -0.596, -0.920